[1]
CH2O2S2 | ωB97M-V/def2-TZVPD

Atoms and positions in Å:
S1 2.584 0.272 -0.861
S2 -1.978 -0.365 1.639
O1 -1.011 -0.482 2.628
O2 -1.912 0.887 1.005
C1 1.097 0.034 -1.434
H1 0.885 -0.572 -2.281
H2 0.335 0.226 -0.695

Properties
Charge ... 0
LUMO energy ... -1.1468 eV
Highest occupied orbital energy ... -8.89 eV



[2]
C23H43N3O | ωB97M-V/def2-TZVPD

Atoms and positions in Å:
O1 4.416 -4.390 -2.465
N1 -0.489 0.950 1.859
N2 2.699 -1.451 0.342
N3 2.630 -3.135 -1.873
C1 1.738 0.008 2.176
C2 -4.501 3.922 1.334
C3 0.501 -0.372 0.061
C4 4.815 -2.469 -1.078
C5 3.937 -3.438 -1.877
C6 -4.794 3.169 -1.078
C7 -3.602 3.109 2.275
C8 -2.343 2.576 1.585
C9 -0.779 -0.003 0.805
C10 -3.941 4.223 -1.722
C11 -5.379 2.187 -2.052
C12 1.505 -0.992 1.036
C13 0.408 0.360 2.834
C14 0.797 -3.106 -3.471
C15 3.635 -0.435 -0.105
C16 4.766 -2.813 0.415
C17 4.450 -0.988 -1.282
C18 -1.330 3.682 1.306
C19 -5.027 3.065 0.225
C20 0.725 -4.592 -1.436
C21 3.393 -2.530 1.037
C22 -1.693 1.497 2.461
C23 1.616 -3.954 -2.500
H1 1.447 -2.652 -4.215
H2 -1.716 4.394 0.583
H3 -0.417 3.243 0.913
H4 -6.068 2.692 -2.729
H5 1.042 -1.893 1.462
H6 2.760 -3.422 0.970
H7 -5.654 2.250 0.568
H8 -2.960 3.811 -1.964
H9 -0.028 -5.223 -1.901
H10 -1.088 4.214 2.224
H11 -5.917 1.394 -1.540
H12 3.532 -2.300 2.106
H13 -3.950 4.778 0.951
H14 -4.589 1.742 -2.657
H15 -1.245 -0.921 1.214
H16 -3.800 5.088 -1.082
H17 3.083 0.446 -0.433
H18 -5.348 4.303 1.914
H19 -4.180 2.265 2.661
H20 4.310 -0.123 0.707
H21 1.322 -5.205 -0.765
H22 -2.429 0.702 2.680
H23 3.881 -0.879 -2.207
H24 -1.485 0.450 0.108
H25 0.917 0.533 -0.383
H26 -1.411 1.958 3.412
H27 0.222 -3.822 -0.853
H28 2.150 -4.736 -3.051
H29 0.275 -2.314 -2.935
H30 -3.315 3.730 3.126
H31 2.183 0.921 1.778
H32 0.272 -1.076 -0.740
H33 5.360 -0.394 -1.385
H34 0.579 1.089 3.630
H35 0.061 -3.722 -3.982
H36 2.330 -2.391 -1.243
H37 -2.648 2.130 0.634
H38 5.835 -2.650 -1.431
H39 5.529 -2.220 0.923
H40 -0.028 -0.549 3.291
H41 -4.399 4.555 -2.652
H42 2.414 -0.412 2.924
H43 5.017 -3.865 0.558

Properties
Charge ... 0
SMILES ... CC(C)=CCC[C@@H](C)CN1CCC(N2CCC(C(=O)NC(C)C)CC2)CC1
LUMO energy ... 0.6177 eV
Highest occupied orbital energy ... -8.61 eV



[3]
C28H25CdIN9O3S | ωB97M-V/def2-TZVPD

Atoms and positions in Å:
I1 -2.047 -3.156 -1.884
Cd1 0.875 -0.566 -0.388
S1 3.951 -0.763 -0.633
O1 0.494 1.525 -1.171
O2 -0.054 -1.507 1.497
O3 -4.335 1.871 2.478
N1 2.228 -2.406 -4.075
N2 -0.833 0.022 4.615
N3 2.052 0.657 1.096
N4 -1.697 -0.353 -0.414
N5 1.472 -3.003 -0.528
N6 3.007 -0.018 1.838
N7 4.767 -1.432 1.830
N8 2.795 -4.323 -1.678
N9 1.040 -1.239 -2.658
C1 -2.561 1.134 -2.165
C2 1.607 1.739 1.605
C3 -1.686 0.997 4.209
C4 -2.255 -0.141 -1.683
C5 -2.426 -1.216 -2.557
C6 1.762 -2.319 -2.811
C7 0.222 3.726 1.734
C8 0.647 2.639 0.964
C9 -3.176 0.244 -4.313
C10 2.000 -3.230 -1.699
C11 1.948 -3.974 0.307
C12 -2.880 -1.033 -3.854
C13 -0.604 3.576 -0.885
C14 0.209 2.513 -0.398
C15 -2.121 0.336 0.582
C16 -1.598 0.260 1.928
C17 2.777 -4.807 -0.385
C18 -0.643 -0.716 2.305
C19 3.833 -0.707 1.100
C20 1.041 -0.583 -3.861
C21 1.774 -1.293 -4.760
C22 -0.606 4.717 1.243
C23 -2.083 1.157 2.912
C24 0.668 -1.822 4.141
C25 -2.969 2.316 2.560
C26 -1.005 4.632 -0.094
C27 -3.017 1.327 -3.458
C28 -0.328 -0.785 3.718
H1 -2.661 2.761 1.610
H2 -3.512 0.389 -5.332
H3 2.846 -3.107 -4.442
H4 -3.002 -1.890 -4.502
H5 -3.229 2.331 -3.805
H6 -4.886 2.649 2.345
H7 1.662 -3.996 1.345
H8 2.002 2.043 2.577
H9 3.375 -4.668 -2.421
H10 1.591 -1.698 3.570
H11 0.864 -1.725 5.207
H12 -0.900 3.518 -1.927
H13 -2.378 1.986 -1.523
H14 4.476 -1.645 2.772
H15 5.178 -2.189 1.311
H16 -1.629 5.411 -0.521
H17 -2.862 3.088 3.326
H18 -0.921 5.541 1.870
H19 0.289 -2.825 3.923
H20 -2.975 1.004 0.436
H21 2.017 -1.120 -5.793
H22 0.523 0.354 -3.979
H23 3.347 -5.670 -0.091
H24 -2.027 1.686 4.975
H25 0.568 3.777 2.762

Properties
Charge ... -1
LUMO energy ... 1.9366 eV
Highest occupied orbital energy ... -4.08 eV



[4]
C2HFIN | ωB97M-V/def2-TZVPD

Atoms and positions in Å:
I1 -2.615 0.119 0.053
F1 -0.465 -0.330 -1.857
N1 0.375 3.454 0.051
C1 -0.005 2.394 -0.113
C2 -0.598 0.009 -0.593
H1 0.185 -0.013 0.213

Properties
Charge ... 0
LUMO energy (spin up / spin down) ... -2.1746 / -2.1742 eV
Highest occupied orbital energy (spin up / spin down) ... -10.21 / -10.21 eV



[5]
C5H20N2O3 | ωB97M-V/def2-TZVPD

Atoms and positions in Å:
O1 -3.428 -0.190 1.244
O2 -1.372 1.719 -1.824
O3 -1.868 3.268 2.189
N1 0.370 -0.229 1.240
N2 -0.500 -1.362 -1.719
C1 1.544 -1.727 -0.276
C2 1.681 -0.584 0.732
C3 0.318 0.829 2.221
C4 1.554 -0.093 -2.256
C5 0.982 -1.400 -1.669
H1 -3.616 -1.143 1.212
H2 -0.859 -2.104 -2.306
H3 -0.875 -1.535 -0.796
H4 -1.027 3.196 1.736
H5 -2.449 2.546 1.948
H6 2.274 -0.963 1.566
H7 -0.347 -0.148 0.540
H8 -3.513 -0.066 2.202
H9 -0.716 1.136 2.299
H10 -1.376 0.754 -1.731
H11 2.568 -0.347 -2.604
H12 -0.464 1.860 -2.121
H13 1.740 0.680 -1.517
H14 0.803 -2.367 0.213
H15 2.173 0.294 0.296
H16 1.005 0.217 -3.140
H17 2.489 -2.265 -0.338
H18 0.822 1.724 1.817
H19 0.751 0.499 3.163
H20 1.337 -2.200 -2.322

Properties
Charge ... 0
SMILES ... CNCC[C@H](C)N.O.O.O
LUMO energy ... 0.5026 eV
Highest occupied orbital energy ... -8.66 eV



What are the strongest force on any atom values for these records? In order: 3.949; 0.536; 0.413; 4.603; 1.643 eV Å⁻¹.